10
Properties=species:S:1:pos:R:3:forces:R:3:nbo_charge:R:1 method="wB97M-V/def2-TZVPD" total_charge=0 homo_ev=-9.088 fmax_ev_per_a=6.2
C 0.68900 1.19189 -1.04954 0.1101 0.9144 3.2974 0.312
C -0.47326 -1.60560 0.32187 0.2612 -3.2394 -3.4128 -0.830
O 0.46179 1.03654 -2.17571 -0.3523 -0.2711 -0.9058 -0.448
O 0.30378 2.37517 1.47621 3.2607 1.4709 2.6334 -0.913
S -1.17328 -0.33541 1.16569 -1.9514 3.1941 2.1114 0.003
S -0.54633 1.77118 0.54114 -3.3643 -3.3270 -4.0500 1.047
H 1.65603 1.27301 -0.46893 0.0101 -0.1963 -0.7520 0.133
H -0.36256 -2.59885 0.83806 0.1052 1.3322 0.1440 0.254
H -1.00865 -1.90370 -0.65067 0.4668 0.6266 1.2960 0.219
H 0.45348 -1.20423 0.00187 1.4539 -0.5044 -0.3616 0.223

=====

10
Properties=species:S:1:pos:R:3:forces:R:3:mulliken_spin:R:1 method="wB97M-V/def2-TZVPD" total_charge=0 spin_multiplicity=3 homo_ev="-6.446 / -9.687" fmax_ev_per_a=3.8 s2=2.01
C -0.51439 -1.51474 -0.50914 0.4079 1.9464 -0.4830 0.580
C 0.97962 0.88094 0.53559 0.1414 1.0196 -0.7100 0.042
O 0.27036 -2.13864 0.15393 2.6567 -1.5394 2.2885 0.624
O -0.72946 1.00061 -1.64308 0.0220 0.7482 -1.5408 0.055
S -1.99867 0.32940 0.87075 -0.3033 0.7525 0.4621 0.553
S -0.54520 0.33131 -0.40608 0.4319 -0.3851 2.1737 0.112
H -1.20911 -1.88256 -1.15293 -2.0625 -0.4668 -2.1941 0.033
H 1.90399 0.94177 -0.12449 -1.3900 -0.4537 0.6241 0.004
H 0.80759 1.93294 0.96506 -0.1744 -1.7373 -0.6706 -0.003
H 1.03525 0.11898 1.31039 0.2703 0.1157 0.0502 0.000

=====

10
Properties=species:S:1:pos:R:3:forces:R:3:mulliken_spin:R:1 method="wB97M-V/def2-TZVPD" total_charge=0 spin_multiplicity=3 homo_ev="-7.236 / -9.506" fmax_ev_per_a=1.7 s2=2.01
C 0.67616 -1.94513 -0.51123 -0.4275 0.3623 0.4609 0.864
C -0.65223 1.55686 1.16516 -0.3829 1.5853 -0.5033 0.504
O 1.44054 0.53563 -0.49306 0.5091 0.1120 -0.4355 0.012
O -0.94542 -0.04806 -1.20048 0.5574 -0.8638 -0.0226 0.028
S 0.28352 2.79869 1.04655 -0.0968 -0.2293 0.4087 0.407
S 0.29664 -0.26784 -0.11695 -0.3572 -0.5840 -0.2412 0.093
H 1.67121 -2.20424 -0.18757 0.3221 0.0442 -0.2524 0.033
H -1.49378 1.32863 1.79375 -0.0473 -0.3523 0.5168 0.031
H -0.09678 -2.63986 -0.22298 -0.2700 -0.2041 -0.3155 0.035
H -1.17986 0.88533 -1.27319 0.1932 0.1297 0.3841 -0.007

=====

9
Properties=species:S:1:pos:R:3:forces:R:3:mulliken_spin:R:1 method="wB97M-V/def2-TZVPD" total_charge=+2 spin_multiplicity=2 homo_ev="-20.486 / -19.891" fmax_ev_per_a=8.3 s2=1.17
H -0.95654 -0.56865 -0.53714 0.8402 -0.4121 0.9193 -0.021
O -0.23227 -0.69432 0.18199 -2.8055 -7.3517 -2.7159 0.134
C 0.38250 -1.92991 0.16953 0.2987 2.9632 1.7875 0.338
C 0.20607 -2.82207 -0.80179 0.0074 -1.7078 -2.4419 0.357
H 1.16380 -1.99228 0.92724 -0.2986 -0.2089 0.1763 0.017
H 0.73118 -3.77331 -0.74009 -0.2708 -0.1717 0.0666 0.025
H -0.29382 -2.56462 -1.73739 -0.2021 -0.2234 0.0984 0.026
O -0.44943 2.35299 -0.29396 -1.2073 1.9145 -1.4436 0.109
Tl 0.44319 1.06274 0.73428 3.6380 5.1978 3.5533 0.015

=====

9
Properties=species:S:1:pos:R:3:forces:R:3:nbo_charge:R:1 method="wB97M-V/def2-TZVPD" total_charge=0 homo_ev=-9.826 fmax_ev_per_a=4.0
C -0.24634 0.90624 0.94977 3.6675 1.6360 0.0832 0.813
C -0.50351 -0.18617 0.01282 -0.1801 -0.2931 -0.2271 -0.717
O -0.57319 1.07781 2.21529 0.5243 -1.7800 1.6582 -0.202
O -0.89246 2.03693 1.18998 -0.5830 1.4909 -1.8506 -0.204
O 1.85127 1.47978 0.82240 -3.6937 -1.0054 0.5489 -0.896
H -1.58588 -0.25074 -0.14210 0.0660 -0.0022 0.0996 0.255
H -0.13887 -1.11833 0.43861 0.0715 0.0423 -0.0259 0.263
H -0.02794 -0.00153 -0.94670 0.0521 0.0606 0.0861 0.262
H 2.07990 1.15187 -0.04853 0.0755 -0.1491 -0.3724 0.426

=====

10
Properties=species:S:1:pos:R:3:forces:R:3:nbo_charge:R:1 method="wB97M-V/def2-TZVPD" smiles="CC(=O)P([O-])O" total_charge=-1 homo_ev=-2.587 fmax_ev_per_a=3.2
C -0.24802 -0.58220 -1.00951 0.2360 -1.6205 -2.7348 -0.755
C 1.03959 0.01555 -0.62142 0.8442 1.2160 -0.0482 0.327
O 1.90670 0.28590 -1.47513 -1.2046 -0.4849 1.9907 -0.636
P 0.70414 0.41945 1.47763 1.6783 1.9744 -1.0161 1.190
O 0.16756 -0.83580 2.03744 -0.6684 -1.8796 0.4455 -1.195
O -0.69861 1.34396 1.05255 -0.0170 0.2115 0.3053 -1.060
H -0.21678 -1.69649 -0.92981 0.0465 0.7556 -0.1417 0.225
H -0.52330 -0.26065 -2.03886 0.3363 -0.5087 0.2662 0.191
H -1.00484 -0.23992 -0.39761 -1.5587 0.5025 1.4897 0.245
H -1.12643 1.55020 1.90471 0.3073 -0.1665 -0.5564 0.469

=====

10
Properties=species:S:1:pos:R:3:forces:R:3:mulliken_spin:R:1 method="wB97M-V/def2-TZVPD" total_charge=0 spin_multiplicity=7 homo_ev="-6.711 / -9.273" fmax_ev_per_a=3.1 s2=12.01
O 0.15241 -1.39095 0.98589 -2.2772 0.1127 -0.1840 0.101
C -0.88246 -0.80962 0.48225 1.5151 -0.7115 -2.1359 0.028
C -0.81300 0.58384 0.15973 -1.4644 -0.0434 1.3751 0.100
O 0.00585 1.21859 1.04977 -0.3298 0.5482 -0.8662 0.365
Ru 1.57953 0.06567 1.28312 2.0808 0.5447 -0.5873 5.254
H -1.67458 -1.42429 0.02183 0.1489 0.0417 0.5221 0.011
H -1.82017 1.03404 0.06397 0.6100 0.1345 -0.4037 0.014
H 0.11599 0.63335 -1.25153 2.3850 -0.9760 1.7725 -0.011
O 1.56084 0.42401 -1.12366 -2.6812 0.5894 0.6848 0.141
H 1.77559 -0.33465 -1.67137 0.0129 -0.2403 -0.1773 -0.005

=====

10
Properties=species:S:1:pos:R:3:forces:R:3:nbo_charge:R:1 method="wB97M-V/def2-TZVPD" total_charge=0 homo_ev="-8.653 / -8.654" fmax_ev_per_a=4.3
C 0.16464 0.21736 -0.81841 1.8142 2.3183 -0.3909 0.468
C 0.29689 -0.67930 0.13328 -1.8221 -1.2010 3.6854 0.386
O -0.40529 1.39854 -0.66807 -1.6081 1.7016 -0.1547 -0.705
O 1.01848 0.22268 -1.89064 -0.2546 -1.5397 -0.2194 -0.695
O 0.57032 -1.89766 0.58986 0.3184 1.5393 -1.4206 -0.611
S -1.49151 0.41749 1.82976 0.8902 -1.1551 -1.0437 -0.541
H -0.99998 1.64632 0.13252 1.5582 -1.5607 -1.0284 0.543
H 1.36248 1.06948 -2.21568 -0.7135 0.0966 0.8092 0.514
H 0.39279 -2.54510 -0.10648 -0.3717 -0.2851 0.0610 0.500
H -0.90881 0.15020 3.01385 0.1890 0.0856 -0.2980 0.141

=====

10
Properties=species:S:1:pos:R:3:forces:R:3:mulliken_spin:R:1 method="wB97M-V/def2-TZVPD" total_charge=0 spin_multiplicity=3 homo_ev="-8.211 / -11.071" fmax_ev_per_a=4.8 s2=2.01
C -0.39846 -1.37260 -0.20819 1.0839 -2.1497 0.8389 0.003
C -0.79910 0.83144 0.18060 -2.4451 -0.6750 1.3468 0.018
O 2.18160 1.31935 -0.59837 -0.4862 1.4957 -1.2568 0.541
O 0.77042 -1.36016 0.25378 -4.5595 0.2196 -1.3841 0.019
O -1.30045 -0.39384 -0.38590 1.8441 -1.5788 0.6180 -0.001
S 2.58972 0.23022 0.27379 1.9223 -0.6916 1.2945 1.428
H -0.88358 -2.36756 -0.44252 0.4964 0.9908 -0.1498 0.005
H 0.14907 0.93447 -0.20373 1.7717 1.1902 -0.8364 -0.013
H -0.72962 0.66649 1.29099 -0.2659 0.6182 -0.9726 0.001
H -1.57959 1.51218 -0.16045 0.6384 0.5805 0.5016 0.000

=====

10
Properties=species:S:1:pos:R:3:forces:R:3:nbo_charge:R:1 method="wB97M-V/def2-TZVPD" smiles="CC(=O)OOO" total_charge=0 homo_ev=-10.072 fmax_ev_per_a=6.1
C -0.88963 0.14195 1.39585 3.3787 2.0963 -0.8329 -0.704
C -0.00028 0.27601 0.16169 0.5288 -1.6000 -1.3003 0.785
O 1.15605 0.56503 0.27387 -0.2818 0.4259 -0.7307 -0.573
O -0.51156 -0.27382 -1.12311 -2.6284 -0.3839 5.4898 -0.266
O 0.16748 -0.03761 -2.21466 1.0513 2.3770 -2.6189 -0.009
O 1.36111 -0.72409 -2.21063 2.0853 -0.4426 1.9546 -0.439
H -1.73781 0.72273 1.33704 -1.7949 1.5403 -0.0858 0.239
H -0.17301 0.47128 2.18506 -0.9765 -0.1657 -0.3898 0.250
H -1.18592 -0.80778 1.57385 -0.7499 -3.2322 0.3207 0.242
H 1.81357 -0.33369 -1.37895 -0.6126 -0.6152 -1.8069 0.475

=====

10
Properties=species:S:1:pos:R:3:forces:R:3:nbo_charge:R:1 method="wB97M-V/def2-TZVPD" smiles=O[C@H]1OC1(O)O total_charge=0 homo_ev=-10.318 fmax_ev_per_a=3.6
O -1.78528 0.25111 0.24787 -1.2935 0.3628 -1.4730 -0.758
C -0.67741 -0.62801 0.23889 -1.9090 -0.9209 1.3915 0.302
O -0.08121 -0.78088 -0.95624 1.5474 -0.0698 -2.9935 -0.490
C 0.61957 -0.03821 0.01586 -0.6315 0.9652 1.0796 0.667
O 0.73418 1.30041 -0.17387 0.3839 0.9636 -0.6581 -0.717
O 1.77206 -0.52471 0.51871 -0.2473 -0.9377 0.0963 -0.667
H -2.25772 0.45427 -0.66947 2.0746 -1.2592 2.6488 0.505
H -0.76065 -1.63808 0.73181 -0.5857 1.4511 0.1664 0.170
H 0.00013 1.84191 0.14720 -0.2018 -0.6695 -0.0219 0.507
H 2.43631 -0.23780 -0.10076 0.8629 0.1143 -0.2360 0.481

=====

10
Properties=species:S:1:pos:R:3:forces:R:3:nbo_charge:R:1 method="wB97M-V/def2-TZVPD" smiles="O=COCOO" total_charge=0 homo_ev=-10.803 fmax_ev_per_a=3.2
O -1.04412 -1.45860 0.29745 0.2865 0.4964 -0.4811 -0.565
C -1.20225 -0.45050 -0.30986 -1.4304 1.5531 2.4696 0.671
O -0.95948 0.99742 0.31885 -0.6508 -1.9035 -1.1507 -0.601
C 0.38653 1.09665 0.35130 0.9685 -2.1399 -0.8322 0.230
O 0.76158 0.01652 -0.74705 0.1175 1.1441 0.5418 -0.298
O 1.56586 -1.06228 -0.29117 -0.1372 0.5799 0.2032 -0.422
H -2.00551 -0.23006 -1.01785 0.6087 -0.2035 -0.6784 0.165
H 0.82783 0.68839 1.27140 0.2681 0.4336 -0.2421 0.166
H 0.74949 2.05939 -0.02119 0.0949 -0.2272 0.2843 0.184
H 0.92006 -1.65692 0.14813 -0.1258 0.2671 -0.1145 0.470

=====

10
Properties=species:S:1:pos:R:3:forces:R:3:nbo_charge:R:1 method="wB97M-V/def2-TZVPD" smiles="O=CO.O=CO" total_charge=0 homo_ev=-10.355 fmax_ev_per_a=6.6
O -0.85507 0.74164 -0.91187 0.2295 0.4363 -2.3601 -0.661
C -1.39207 0.27945 0.04281 -0.1610 1.3920 0.1784 0.694
O -2.33159 -0.65130 0.02630 0.2511 0.7982 3.7367 -0.676
H -1.14094 0.80195 0.97556 -0.9544 -1.0956 0.5795 0.135
H -2.53115 -1.02301 -0.78973 -0.0799 -0.7221 -2.7599 0.495
O 0.60852 -0.71414 0.55957 3.3881 0.3947 0.5783 -0.654
C 1.75747 -0.21864 0.45462 -5.5564 -3.4013 0.9718 0.653
O 2.07804 0.58907 -0.45039 1.8098 2.1501 -1.8666 -0.635
H 2.50586 -0.55434 1.08139 1.9894 -0.2888 1.4488 0.123
H 1.30092 0.74932 -0.98826 -0.9161 0.3364 -0.5070 0.525

=====

12
Properties=species:S:1:pos:R:3:forces:R:3:mulliken_spin:R:1 method="wB97M-V/def2-TZVPD" total_charge=+1 spin_multiplicity=6 homo_ev="-12.902 / -12.942" fmax_ev_per_a=6.7 s2=8.77
S -1.23975 -2.08136 0.61897 -3.8354 1.6870 -1.6966 -0.001
O -2.32050 -1.53936 -0.25569 2.4553 -1.3168 1.9238 -0.001
O -0.23573 -2.89185 -0.27467 0.3005 -0.0494 -0.2206 -0.018
O -0.17933 -0.76908 0.85875 1.8938 2.3501 -0.3090 -0.015
C -0.31279 0.95652 0.30626 -3.5102 -1.5945 -5.4685 0.000
C 1.00466 1.36540 -0.30956 -1.5844 0.6235 5.6018 -0.002
O 1.74227 0.40678 -0.85668 0.2849 -2.9519 -0.0749 -0.040
Sm 1.50783 -1.74342 -0.50119 0.2018 2.3279 -0.0312 5.083
H -0.82962 1.75931 0.85008 0.3712 -0.8750 0.9539 0.000
H -0.99894 0.72893 -0.52574 -0.4792 -0.9023 0.6515 0.000
H 0.96825 1.52675 1.00615 3.8302 0.6926 -2.2780 -0.003
H 0.89365 2.28139 -0.91668 0.0715 0.0088 0.9477 -0.003

=====

15
Properties=species:S:1:pos:R:3:forces:R:3:nbo_charge:R:1 method="wB97M-V/def2-TZVPD" smiles="O=C(OO)[Si](=O)O.O=C=O.O" total_charge=0 homo_ev=-11.129 fmax_ev_per_a=3.1
O 1.63810 -0.89730 -1.76125 0.8314 1.3367 1.4156 -0.588
C 1.62268 0.13881 -1.09568 -1.3447 -1.6081 -2.3270 0.331
O 2.57906 1.05089 -1.05418 -0.0680 0.0003 0.7265 -0.225
O 3.73596 0.65395 -1.71929 1.3927 2.1736 -0.2379 -0.396
Si 0.02884 0.85288 -0.42541 0.3968 0.4991 0.4746 2.115
O -0.98944 1.53914 -1.31850 -0.1271 -0.4881 0.5016 -1.157
O 0.31261 0.75654 1.15530 -1.1285 2.0452 1.6937 -1.100
H 3.63432 -0.26620 -1.83398 -0.4591 -2.3358 -0.4003 0.470
H -0.15308 1.41159 1.79747 0.7512 -1.8606 -1.6714 0.551
O -1.64622 -3.82063 1.54813 -0.1509 -0.6254 0.5767 -0.481
C -1.43276 -2.77076 1.13991 0.4131 1.6093 -1.3919 1.041
O -1.21773 -1.72536 0.64972 -0.2642 -0.9800 0.7042 -0.557
O -2.63146 1.34200 1.16966 0.8485 0.7987 -0.3037 -0.957
H -2.30930 1.10471 0.28458 -0.4453 0.3064 -0.0502 0.485
H -3.17158 0.62973 1.46352 -0.6460 -0.8713 0.2895 0.468

=====

8
Properties=species:S:1:pos:R:3:forces:R:3:nbo_charge:R:1 method="wB97M-V/def2-TZVPD" total_charge=0 homo_ev=-8.511 fmax_ev_per_a=4.4
C 1.19075 0.43871 0.06286 0.8545 -0.5498 -0.1529 0.418
C -0.50175 -0.60115 0.48285 4.3581 0.1563 -0.6676 -0.669
O 2.27333 0.34365 -0.49996 -3.7783 -0.2675 1.7143 -0.518
S -1.44263 0.50889 -0.43913 -1.5980 -0.2359 -2.1567 0.032
H -0.38521 -1.65882 0.16768 -0.4385 0.8621 0.4421 0.243
H 0.69291 1.39667 0.42643 0.9071 -0.2422 -0.4961 0.103
H -0.47353 -0.36586 1.56373 -0.4156 -0.3873 -0.7356 0.240
H -1.35387 -0.06209 -1.76445 0.1106 0.6644 2.0525 0.151

=====

8
Properties=species:S:1:pos:R:3:forces:R:3:nbo_charge:R:1 method="wB97M-V/def2-TZVPD" total_charge=0 homo_ev="-10.291 / -7.985" fmax_ev_per_a=2.9
C 0.33172 -0.61849 -0.57801 1.2106 0.7271 0.7744 -0.478
C -0.84406 -0.49606 0.29973 1.1687 1.4320 0.0089 -0.286
O -0.04827 1.73066 1.16934 -2.8695 0.0016 -0.4589 -0.703
S 0.18489 -1.65773 0.92580 0.0198 -0.5502 0.3747 0.304
H 0.35641 -1.21691 -1.43476 -0.6185 -0.8107 -1.2833 0.216
H 1.19212 0.08998 -0.60395 -1.0617 -0.2510 0.3829 0.226
H -1.25953 0.41067 0.75887 -0.2686 -0.4033 -0.1673 0.300
H 0.85461 1.86286 1.33409 2.4193 -0.1456 0.3687 0.423

=====

8
Properties=species:S:1:pos:R:3:forces:R:3:nbo_charge:R:1 method="wB97M-V/def2-TZVPD" smiles="OCC=S" total_charge=0 homo_ev=-9.395 fmax_ev_per_a=3.2
O 0.81430 -1.23768 -0.23506 0.3391 1.5336 -0.2944 -0.706
C 0.65517 0.15262 0.03407 1.7948 1.1338 1.4631 -0.185
C -0.83316 0.61862 -0.13867 -1.0736 -0.8970 -1.4697 -0.297
S -1.89178 -0.65515 -0.02193 0.2536 1.7449 0.0963 0.039
H -0.00526 -1.53623 0.17340 -0.2963 -1.0727 0.0010 0.464
H 1.06281 0.27409 1.07582 -1.5777 0.0442 0.1872 0.208
H 1.54030 0.77976 -0.28530 -1.4494 -0.5858 -1.5121 0.223
H -1.34239 1.60397 -0.60234 2.0094 -1.9011 1.5286 0.254

=====

9
Properties=species:S:1:pos:R:3:forces:R:3:nbo_charge:R:1 method="wB97M-V/def2-TZVPD" smiles="OC=S.C=S" total_charge=0 homo_ev=-8.177 fmax_ev_per_a=4.3
O -2.37087 0.99352 0.04086 -3.1474 2.6294 -0.7370 -0.639
C -1.23470 0.43531 0.03532 3.8640 -1.4751 -1.2098 0.069
S -1.02092 -1.17366 0.00496 -0.0762 -0.3483 0.5139 0.096
H -2.54602 1.89716 -0.38970 1.2667 -1.6651 1.1395 0.523
H -0.16651 0.90474 -0.09560 -1.7734 0.6353 0.3426 0.193
C 1.46025 -0.95123 0.07016 1.6207 0.3348 -2.1471 -0.482
S 1.85222 0.65666 0.01167 -0.0672 0.0791 0.1009 -0.140
H 1.78327 -1.55429 -0.81774 -1.1292 0.4476 0.4850 0.197
H 1.66655 -1.49747 0.94054 -0.5578 -0.6376 1.5121 0.183

=====

9
Properties=species:S:1:pos:R:3:forces:R:3:nbo_charge:R:1 method="wB97M-V/def2-TZVPD" total_charge=0 homo_ev="-9.285 / -9.688" fmax_ev_per_a=3.0
C -0.95321 -0.58365 -1.04772 -0.6945 -0.1406 -0.1508 -0.349
C 0.01447 -0.85339 -0.19571 -0.6439 2.9167 -0.2247 -0.350
O 0.05764 1.78535 -0.16188 -0.8856 0.9853 0.1822 -0.906
S 2.66844 0.93185 0.46857 -0.1883 -0.6550 0.3332 -0.280
S 0.75406 0.76062 0.57943 0.2799 -1.4645 -0.6769 1.221
H -1.65738 -1.24524 -1.56917 0.8111 -0.4423 0.4765 0.225
H -1.21952 0.43209 -1.23271 0.2034 0.7280 -0.1744 0.235
H 0.23273 -1.75659 0.23481 1.0109 -1.9801 0.9227 0.218
H 0.10277 0.52896 2.92437 0.1070 0.0527 -0.6879 -0.014